{
  "formula": "C67H70N11O21P",
  "method": "ωB97M-V/def2-TZVPD",
  "lumo_ev": -1.28,
  "gap_ev": 7.52,
  "e_tot_ha": -5117.7875,
  "fmax_ev_per_a": 4.430,
  "e_homo_ev": -8.81,
  "elements": ["P", "O", "O", "O", "O", "O", "O", "O", "O", "O", "O", "O", "O", "O", "O", "O", "O", "O", "O", "O", "O", "O", "N", "N", "N", "N", "N", "N", "N", "N", "N", "N", "N", "C", "C", "C", "C", "C", "C", "C", "C", "C", "C", "C", "C", "C", "C", "C", "C", "C", "C", "C", "C", "C", "C", "C", "C", "C", "C", "C", "C", "C", "C", "C", "C", "C", "C", "C", "C", "C", "C", "C", "C", "C", "C", "C", "C", "C", "C", "C", "C", "C", "C", "C", "C", "C", "C", "C", "C", "C", "C", "C", "C", "C", "C", "C", "C", "C", "C", "C", "H", "H", "H", "H", "H", "H", "H", "H", "H", "H", "H", "H", "H", "H", "H", "H", "H", "H", "H", "H", "H", "H", "H", "H", "H", "H", "H", "H", "H", "H", "H", "H", "H", "H", "H", "H", "H", "H", "H", "H", "H", "H", "H", "H", "H", "H", "H", "H", "H", "H", "H", "H", "H", "H", "H", "H", "H", "H", "H", "H", "H", "H", "H", "H", "H", "H", "H", "H", "H", "H"],
  "positions_angstrom": [[0.4349, -2.7190, 2.7434], [0.6011, -1.3072, 3.6966], [15.2409, 0.9105, -3.0572], [-14.6972, -1.9919, 2.6142], [-5.7044, 0.1951, 2.6655], [-8.2040, -5.6602, 1.6122], [7.0783, 6.0936, 1.8022], [-3.5983, -0.1528, 3.0362], [-7.5082, -7.2036, 2.9611], [-9.8121, -0.6627, 2.2789], [-9.1474, 1.2221, 3.1088], [0.9460, 0.1145, -3.9936], [8.2318, 3.5662, -1.2790], [0.3773, 2.0411, -11.4472], [6.1927, -1.6153, -0.7133], [0.6407, 3.3470, -13.1517], [3.4418, -1.9994, 3.6246], [2.7849, -0.8906, -4.5325], [-13.1614, -2.0972, 1.0940], [14.9781, -0.4015, -1.3569], [-0.3336, -3.6846, -0.4073], [-1.2157, -2.6533, 2.1811], [4.0574, 6.0530, 2.1316], [5.1286, 3.9729, -2.4960], [3.7561, 0.6902, 4.7979], [1.7542, -0.2939, -4.8145], [0.0218, 2.9621, -12.1726], [1.4473, -5.0771, -3.0954], [-13.6391, -2.4178, 2.1735], [14.6218, 0.5196, -2.0780], [-4.7602, -0.0315, 3.4081], [-9.6857, 0.5528, 2.2380], [-7.3543, -6.1640, 2.3355], [-6.3472, -0.0786, 5.3010], [-4.2502, -0.5654, 7.0772], [-3.6144, -4.1998, 2.6489], [-4.6289, -3.6411, 1.8753], [-13.4280, -3.7991, 4.2102], [4.5471, -0.1904, 2.3927], [-10.0757, 2.6393, 0.9759], [-3.9826, -0.4110, 5.7213], [4.9118, 4.9492, 1.5141], [-5.0593, -6.0383, 3.2399], [2.9314, -1.9790, 1.1468], [7.2047, 3.6418, 2.1068], [-12.8974, -3.3807, 2.9910], [4.4746, -2.3499, 6.7495], [3.6027, -1.4600, 2.5043], [1.4727, -0.0486, -6.2304], [-10.9876, -4.8066, 3.3053], [-11.6770, -3.8759, 2.5350], [-11.3987, 1.2127, -1.0241], [5.4848, 2.0565, 3.4254], [1.2608, -3.5954, -2.9721], [-10.6019, 3.3068, -0.1248], [-5.8604, -4.2796, 1.7756], [2.3586, -0.5164, -7.1992], [11.0262, 2.5285, -1.0851], [-11.5173, -5.2359, 4.5186], [-6.6054, -0.2372, 6.6584], [0.3280, 0.6599, -6.5910], [7.1848, 1.5018, -0.4114], [5.4106, -0.0057, 1.0888], [4.6831, 0.1419, 5.8643], [12.9189, 2.2455, -2.5514], [4.5702, 0.8121, 3.5679], [-1.6761, 4.6904, -12.6530], [3.8149, -1.8322, -0.1467], [-5.5594, -0.4828, 7.5430], [-10.2189, 1.2563, 1.0696], [-12.7330, -4.7318, 4.9722], [-1.9454, 3.2671, -10.7097], [6.2979, 4.9628, 2.3168], [6.3238, 1.2638, 0.9217], [-2.8516, 5.3561, -12.3223], [-3.5679, 4.9840, -11.1885], [-3.1182, 3.9403, -10.3852], [13.3710, 1.2042, -1.7430], [3.8079, -0.8932, 6.7672], [-11.2654, 2.5946, -1.1197], [5.2744, -1.1558, 0.0065], [12.6543, 0.8134, -0.6133], [3.2493, -2.3553, -1.4844], [1.8249, -3.0116, -1.5616], [1.4934, -2.5889, 1.1472], [-5.0353, -0.1726, 4.8396], [0.9615, 0.4533, -8.9083], [-10.8732, 0.5364, 0.0716], [6.9253, 2.9363, -1.0998], [6.1751, 2.8704, -2.5172], [6.3412, 2.2744, 2.1221], [-6.0667, -5.4783, 2.4558], [2.0978, -0.2627, -8.5417], [3.4671, -3.5022, 7.3216], [-3.8299, -5.3944, 3.3320], [-1.2273, 3.6513, -11.8405], [11.4794, 1.4824, -0.2859], [0.9803, -3.0951, -0.2525], [0.0770, 0.9112, -7.9356], [11.7415, 2.9068, -2.2178], [-13.1404, -5.0691, 5.9196], [-10.9802, -5.9685, 5.1136], [-0.8078, 1.4674, -8.2262], [13.4684, 2.5521, -3.4347], [-5.2142, -6.9677, 3.7769], [10.9172, 1.1903, 0.5954], [-4.4571, -2.7084, 1.3475], [-10.4985, 4.3837, -0.2061], [4.3010, 3.9921, 1.6191], [-10.9845, -0.5407, 0.1333], [3.8596, -2.3037, -2.4404], [-7.1718, 0.1124, 4.6217], [0.1332, -3.3717, -3.0915], [6.0787, 5.0637, 3.4344], [-6.6411, -3.8354, 1.1677], [-9.5637, 3.2060, 1.7459], [3.2489, -1.0726, -6.9269], [10.1112, 3.0523, -0.8232], [1.8358, -3.1125, -3.8404], [4.8053, -2.7056, 5.7185], [3.4194, 1.6370, 5.0674], [-3.6814, 3.6534, -9.5033], [8.1495, 4.5425, -1.3436], [3.3663, -4.3606, 6.5556], [5.4302, -2.3227, 7.4008], [5.5166, -0.4161, 5.3132], [-4.4811, 5.5110, -10.9290], [3.3625, 5.5512, 2.7220], [6.2787, 3.5615, -0.3938], [0.6205, -5.5407, -3.4919], [7.8718, 3.5723, 3.0511], [-14.3741, -3.4143, 4.5746], [11.3823, 3.7208, -2.8388], [6.9015, 3.1256, -3.3661], [-3.4384, -0.7542, 7.7718], [-0.3691, 1.0222, -5.8434], [-10.0379, -5.2012, 2.9581], [5.5118, 2.8483, 4.2580], [-5.7656, -0.6116, 8.6014], [-11.6820, 3.1199, -1.9740], [6.4862, 6.5380, 1.1574], [12.9965, 0.0004, 0.0174], [-2.6514, -3.7006, 2.7184], [3.8774, -3.9212, 8.3022], [7.9229, 3.7133, 1.2255], [-3.2084, 6.1685, -12.9465], [1.6318, -5.5206, -2.1868], [4.9926, 5.1992, 0.4033], [5.5204, 4.7920, -1.9889], [-2.9585, -0.4808, 5.3705], [6.8249, 0.7161, -1.1807], [-1.1256, 4.9920, -13.5373], [3.4750, 6.4770, 1.3862], [2.7824, -0.6197, -9.3037], [-1.6060, 2.4560, -10.0759], [-11.9157, 0.6626, -1.8032], [5.1115, 0.9569, 6.5490], [2.4395, -3.0331, 7.5042], [-11.2550, -3.5519, 1.5901], [2.7386, -0.8670, 6.3507], [0.7653, 0.6563, -9.9575], [-3.0367, -5.8248, 3.9347], [0.5989, -0.4871, 3.1415], [-1.1824, -1.9167, 1.5128], [-0.3147, -4.4185, 0.2601], [3.7314, -0.4808, 7.8469], [8.3068, 1.2655, -0.2648], [5.0086, 4.3068, -3.4633], [5.6428, 1.8684, -2.6564], [-7.6237, -0.1724, 7.0271]],
  "forces_ev_per_angstrom": [[-0.74, -0.33, 1.18], [-0.19, -0.50, -2.75], [-0.32, -0.18, 0.46], [0.53, -0.19, -0.24], [0.54, -0.15, 0.37], [0.35, -0.24, 0.32], [-1.23, -0.71, 0.19], [-0.60, 0.06, 0.16], [-0.01, 0.54, -0.31], [0.08, 0.62, -0.01], [-0.23, -0.30, -0.35], [0.42, -0.25, -0.40], [-1.08, 0.54, 0.26], [-0.25, 0.57, -0.49], [-2.61, 2.06, 2.32], [-0.35, -0.23, 0.55], [0.17, 1.43, -3.81], [-0.41, 0.26, -0.14], [-0.20, -0.11, 0.46], [-0.19, 0.46, -0.35], [2.86, 0.09, 1.28], [3.41, 1.95, -0.86], [-0.74, -0.99, -0.64], [0.87, 0.13, -0.28], [1.92, 0.54, -1.25], [-0.01, -0.01, 0.54], [0.53, -0.18, -0.30], [-0.09, 0.06, 0.62], [-0.30, 0.36, -0.23], [0.52, -0.31, -0.13], [0.08, 0.07, -0.59], [0.21, -0.38, 0.42], [-0.30, -0.28, 0.01], [-0.13, 0.01, -0.14], [-0.22, 0.05, -0.14], [0.03, -0.08, 0.17], [-0.03, -0.27, 0.16], [-0.10, 0.02, 0.06], [1.11, 1.54, -0.53], [0.03, 0.10, 0.07], [0.14, -0.03, -0.02], [-0.89, 0.31, 0.78], [0.04, -0.13, 0.08], [-0.57, -0.37, -1.99], [-0.10, -1.04, 1.13], [0.44, -0.58, 0.44], [-0.27, -0.62, 0.70], [0.26, -0.38, 1.50], [-0.14, 0.14, -0.79], [-0.14, 0.03, 0.15], [0.03, 0.02, -0.07], [0.12, 0.19, 0.15], [-0.01, -2.49, -3.42], [-0.21, 0.49, 0.50], [-0.04, -0.26, -0.01], [-0.07, 0.11, -0.11], [0.12, -0.05, -0.02], [0.05, 0.07, 0.17], [-0.04, 0.06, -0.03], [0.28, -0.03, -0.02], [-0.12, 0.09, 0.05], [-0.82, -0.81, -0.46], [-0.01, 2.22, 2.39], [-0.89, -1.05, 0.93], [0.01, 0.08, -0.11], [1.84, 1.77, -2.66], [0.04, 0.06, -0.09], [-3.13, -1.09, 0.57], [0.00, 0.01, -0.05], [-0.33, 0.41, -0.70], [0.12, 0.06, -0.22], [0.00, -0.02, 0.05], [-0.02, -0.76, -1.55], [-1.64, -0.73, 2.75], [0.05, -0.20, 0.19], [0.03, -0.01, -0.02], [0.11, 0.08, -0.20], [-0.71, 0.39, 0.22], [0.55, 0.32, -0.15], [0.02, -0.03, 0.03], [0.36, -1.47, -1.27], [0.00, -0.09, 0.09], [-1.97, -0.56, 2.75], [1.30, 1.16, 2.50], [2.05, 1.23, -3.73], [-0.16, -0.11, 0.87], [-0.01, -0.08, -0.13], [0.00, -0.14, 0.01], [0.05, -0.37, 0.01], [-0.16, 0.72, 0.54], [-1.64, -1.53, 0.55], [0.71, 0.36, 0.05], [-0.21, 0.11, 0.24], [0.42, 0.41, -0.22], [-0.33, 0.11, -0.21], [-0.71, 0.39, 0.23], [0.20, 0.10, -0.31], [2.21, 0.85, -0.63], [0.32, -0.20, 0.08], [0.12, -0.27, 0.20], [0.01, 0.08, -0.12], [-0.05, 0.09, -0.08], [0.09, -0.07, 0.11], [0.08, -0.20, 0.18], [-0.18, 0.12, -0.16], [0.10, 0.00, -0.08], [-0.06, -0.08, 0.06], [0.01, -0.13, 0.06], [1.38, 0.88, -0.32], [0.06, 0.16, 0.20], [-0.87, 0.03, 1.49], [0.21, -0.02, -0.07], [1.86, 0.09, 0.42], [0.24, 0.18, -1.58], [-0.01, -0.22, 0.14], [-0.05, -0.26, -0.01], [-0.18, 0.11, 0.16], [0.31, -0.21, -0.09], [-0.83, -0.42, 1.51], [-0.56, 0.99, 1.19], [0.50, -0.93, -0.36], [0.10, 0.00, -0.11], [-0.19, -0.92, 0.07], [0.10, 1.41, 1.31], [-1.49, -0.01, -0.99], [-1.11, 0.80, 1.04], [0.11, -0.07, -0.04], [0.69, 0.78, -0.38], [0.84, -0.85, -0.97], [0.47, 0.50, 0.32], [-0.92, 0.12, -1.55], [0.12, 0.05, -0.23], [0.07, -0.10, 0.04], [-0.67, -1.01, 1.31], [-0.06, 0.02, -0.13], [0.23, -0.13, 0.05], [-0.19, 0.08, -0.03], [0.00, -1.42, -1.41], [0.03, 0.02, -0.12], [0.05, -0.06, 0.10], [0.62, -0.19, 0.81], [0.13, 0.10, -0.22], [-0.54, -0.24, 0.02], [-0.73, 0.50, -1.33], [-1.26, -0.01, 1.02], [0.08, -0.11, 0.05], [-0.15, 0.41, -0.56], [0.41, -0.55, 1.40], [-0.30, -0.78, -0.51], [-0.21, 0.02, -0.14], [0.65, 1.11, 1.43], [0.06, -0.19, 0.18], [0.53, -0.33, 0.64], [-0.07, 0.03, 0.12], [0.11, 0.10, -0.24], [0.07, 0.02, 0.14], [-0.40, -1.01, -1.22], [1.39, -0.83, -0.22], [-0.20, 0.07, 0.13], [1.65, -0.36, 0.43], [0.07, -0.11, 0.36], [-0.12, 0.02, -0.05], [0.03, -0.71, 0.71], [-0.77, -0.91, 0.56], [-0.51, 0.88, -0.75], [0.25, -0.85, -1.60], [-1.81, 0.71, -0.04], [-0.13, -0.23, 0.63], [0.84, 1.40, 0.04], [0.11, 0.01, -0.11]],
  "lowdin_charge": [0.935, -0.324, 0.069, 0.071, 0.072, 0.050, -0.074, 0.051, 0.071, 0.071, 0.064, 0.076, -0.114, 0.047, 0.050, 0.090, 0.033, 0.047, 0.058, 0.070, -0.052, -0.368, -0.029, -0.038, -0.048, -0.338, -0.329, -0.031, -0.342, -0.349, -0.342, -0.337, -0.341, 0.008, -0.069, -0.062, -0.054, -0.006, 0.024, -0.002, -0.001, -0.215, -0.005, -0.031, -0.103, -0.145, -0.261, -0.266, -0.146, -0.051, 0.008, -0.061, 0.050, -0.226, -0.070, 0.002, 0.001, -0.070, -0.066, -0.062, 0.001, -0.070, 0.027, -0.201, -0.003, -0.164, 0.002, -0.022, -0.074, -0.140, -0.071, 0.003, -0.324, -0.027, -0.063, -0.069, -0.063, -0.148, -0.199, -0.074, -0.255, -0.001, 0.073, -0.050, -0.182, -0.142, -0.061, 0.004, -0.313, -0.184, -0.087, -0.149, -0.054, -0.124, -0.059, -0.138, -0.064, -0.166, -0.058, -0.059, 0.106, 0.109, 0.091, 0.118, 0.117, 0.106, 0.109, 0.107, 0.118, 0.111, 0.109, 0.104, 0.121, 0.141, 0.119, 0.118, 0.119, 0.073, 0.094, 0.087, 0.116, 0.110, 0.112, 0.075, 0.108, 0.124, 0.109, 0.070, 0.112, 0.064, 0.130, 0.117, 0.108, 0.124, 0.108, 0.119, 0.082, 0.114, 0.107, 0.106, 0.081, 0.119, 0.061, 0.063, 0.105, 0.110, 0.062, 0.106, 0.049, 0.117, 0.105, 0.121, 0.067, 0.112, 0.097, 0.111, 0.117, 0.067, 0.119, 0.105, 0.076, 0.108, 0.070, 0.072, 0.115, 0.111, 0.131, 0.062, 0.119, 0.110]
}

***

{
  "formula": "C15H16N4O",
  "method": "ωB97M-V/def2-TZVPD",
  "lumo_ev": 0.53,
  "gap_ev": 9.03,
  "e_tot_ha": -875.4817,
  "fmax_ev_per_a": 0.818,
  "e_homo_ev": -8.50,
  "elements": ["O", "N", "N", "N", "N", "C", "C", "C", "C", "C", "C", "C", "C", "C", "C", "C", "C", "C", "C", "C", "H", "H", "H", "H", "H", "H", "H", "H", "H", "H", "H", "H", "H", "H", "H", "H"],
  "positions_angstrom": [[-1.2982, 2.3986, -1.7962], [-0.7602, 1.1039, -0.0109], [0.5576, 1.4151, 0.1292], [-2.2397, -0.3080, 1.1441], [0.0687, -0.0423, 1.7054], [2.4291, 0.7141, 1.6080], [3.2583, -0.0313, 0.5860], [-4.3042, -2.1723, -1.4272], [3.7933, -2.0907, -0.5334], [4.1906, 0.6279, -0.2012], [4.7285, -1.4290, -1.3125], [-3.1848, 0.1093, 0.2754], [-1.6715, 1.5967, -0.9592], [1.0085, 0.6911, 1.1795], [3.0608, -1.3956, 0.4114], [-1.0550, 0.1939, 0.9844], [-2.9515, 1.0107, -0.7348], [-4.5123, -1.9932, 0.0710], [-4.5326, -0.5139, 0.4766], [4.9268, -0.0699, -1.1442], [-4.2999, -3.2284, -1.6866], [-3.3559, -1.7389, -1.7371], [2.4931, 0.2229, 2.5793], [-5.2842, 0.0219, -0.1040], [5.3011, -1.9718, -2.0493], [5.6545, 0.4509, -1.7485], [2.3276, -1.9042, 1.0199], [-3.7092, -2.4878, 0.6188], [-5.1011, -1.6855, -1.9858], [1.0103, 2.0442, -0.5162], [-4.7828, -0.4476, 1.5365], [2.7760, 1.7449, 1.6985], [3.6344, -3.1508, -0.6625], [-3.7432, 1.3088, -1.4028], [-5.4592, -2.4512, 0.3634], [4.3516, 1.6894, -0.0732]],
  "forces_ev_per_angstrom": [[0.19, 0.18, -0.14], [-0.05, -0.54, 0.61], [-0.02, 0.17, -0.10], [-0.10, -0.39, 0.39], [0.34, -0.31, 0.56], [0.14, -0.06, -0.13], [0.14, 0.04, 0.02], [0.00, -0.09, 0.22], [-0.04, -0.05, 0.02], [-0.03, 0.00, 0.07], [0.06, 0.01, -0.06], [0.04, 0.27, -0.09], [0.07, 0.04, -0.03], [-0.29, 0.28, -0.19], [0.04, 0.02, 0.01], [-0.11, 0.47, -0.66], [-0.13, 0.02, -0.05], [-0.04, 0.12, -0.15], [0.01, -0.20, 0.01], [0.05, 0.00, -0.09], [0.01, -0.07, -0.10], [0.08, 0.02, -0.11], [-0.07, 0.12, -0.02], [-0.04, 0.03, 0.02], [0.05, -0.05, -0.06], [0.06, 0.04, -0.05], [-0.09, -0.09, 0.06], [-0.06, -0.05, 0.08], [-0.07, 0.05, -0.12], [-0.09, -0.06, -0.02], [-0.02, 0.11, -0.01], [0.00, -0.03, 0.07], [-0.01, -0.09, -0.01], [-0.06, 0.03, -0.05], [0.04, -0.03, 0.08], [0.01, 0.11, 0.04]],
  "nbo_charge": [-0.638, -0.234, -0.370, -0.521, -0.479, -0.493, 0.070, -0.611, -0.194, -0.256, -0.214, 0.278, 0.621, 0.445, -0.242, 0.543, -0.421, -0.384, -0.435, -0.188, 0.210, 0.207, 0.258, 0.205, 0.217, 0.215, 0.225, 0.214, 0.199, 0.449, 0.230, 0.233, 0.218, 0.233, 0.201, 0.209]
}